# 1
{"formula": "C35H69BaN9O23", "method": "the ωB97M-V functional and the def2-TZVPD basis", "species": ["Ba", "C", "C", "C", "O", "C", "C", "C", "O", "O", "O", "H", "H", "C", "C", "C", "O", "C", "C", "C", "O", "O", "O", "H", "H", "C", "C", "C", "C", "C", "C", "N", "O", "C", "C", "C", "H", "H", "H", "H", "H", "H", "H", "H", "H", "H", "H", "H", "H", "H", "H", "H", "H", "H", "H", "C", "O", "N", "N", "H", "H", "H", "H", "C", "O", "N", "N", "H", "H", "H", "H", "C", "O", "N", "N", "H", "H", "H", "H", "C", "O", "N", "N", "H", "H", "H", "H", "C", "C", "O", "O", "H", "H", "H", "H", "H", "H", "C", "C", "O", "O", "H", "H", "H", "H", "H", "H", "C", "C", "O", "O", "H", "H", "H", "H", "H", "H", "C", "C", "O", "O", "H", "H", "H", "H", "H", "H", "C", "C", "O", "O", "H", "H", "H", "H", "H", "H"], "coordinates": [[-1.797687, 0.907510, 0.655773], [-5.810036, -0.676778, -3.511195], [-6.760645, -1.803356, -3.132689], [-6.394600, -2.394354, -1.779202], [-7.006367, -3.297552, -1.207035], [-5.150894, -1.894847, -1.222897], [-4.369747, -0.801105, -1.586159], [-4.644327, -0.212496, -2.934820], [-3.867666, 0.634545, -3.408055], [-3.386844, -0.406194, -0.951765], [-7.600681, -2.227599, -3.894507], [-5.966907, -0.366070, -4.465329], [-4.782629, -2.379743, -0.328543], [2.263239, -1.774837, 2.641620], [1.205632, -0.895546, 2.257197], [1.110895, 0.365817, 3.012477], [0.331293, 1.339745, 2.572654], [1.846517, 0.523308, 4.144355], [2.957956, -0.345357, 4.496221], [3.271598, -1.541662, 3.666475], [4.215603, -2.289552, 3.954677], [3.638203, -0.148771, 5.490458], [0.288815, -1.126604, 1.416241], [2.407055, -2.624085, 1.980955], [1.745640, 1.471189, 4.651268], [8.107980, 0.533035, -2.521657], [6.664641, 0.724470, -2.877725], [6.120155, -0.363491, -3.788940], [4.646068, -0.417281, -3.766982], [4.121524, -0.493231, -2.362846], [4.590612, 0.633393, -1.451918], [6.041935, 0.579852, -1.534951], [6.508966, 1.712402, -0.792964], [3.838292, 1.980320, -1.809661], [4.143536, 0.208528, -0.024939], [6.409498, 2.090980, -3.546734], [8.287663, 1.449540, -1.968560], [8.652958, 0.439361, -3.449183], [8.202457, -0.343297, -1.893085], [6.573252, -0.192778, -4.770932], [6.448602, -1.261832, -3.313495], [4.373279, -1.287689, -4.366508], [4.262578, 0.475737, -4.286129], [4.356090, -1.445610, -1.868820], [3.022939, -0.496326, -2.383650], [3.821040, 2.125413, -2.867287], [2.778276, 1.903711, -1.483437], [4.381782, 2.786856, -1.290386], [3.168239, -0.291990, -0.128372], [4.861021, -0.547526, 0.268454], [4.149885, 1.100441, 0.651878], [6.221650, 2.928475, -2.879635], [5.667640, 2.043479, -4.307569], [7.319474, 2.220439, -4.095127], [6.337948, 1.403549, 0.101405], [-1.552714, -4.794324, 0.185372], [-1.127670, -5.844848, -0.251295], [-1.186411, -4.329527, 1.446960], [-2.446443, -3.904267, -0.402605], [-0.823569, -3.373365, 1.341739], [-0.492654, -4.902093, 1.863396], [-2.510652, -3.940551, -1.374406], [-2.528301, -2.965886, -0.014121], [0.876308, 3.821697, 0.161809], [-0.324131, 3.586700, -0.039262], [1.506124, 4.819684, -0.656758], [1.634496, 3.142634, 1.093016], [2.505947, 4.801899, -0.623152], [1.119484, 4.693191, -1.597558], [2.591764, 3.083081, 0.946133], [1.135390, 2.334038, 1.536859], [-5.228600, 1.138691, 1.018307], [-4.296133, 1.064721, 1.880126], [-6.124365, 0.110956, 0.902932], [-5.332901, 2.232848, 0.113911], [-5.929191, -0.568091, 1.614568], [-6.608376, -0.028897, 0.014178], [-5.741923, 1.993132, -0.799954], [-4.410499, 2.638519, 0.117435], [-0.130996, 0.451603, -2.480506], [0.206523, 1.111608, -1.493344], [-1.408563, -0.010640, -2.690063], [0.728337, 0.367813, -3.587519], [-1.589944, -0.295869, -3.652280], [-2.318968, 0.091492, -2.207601], [0.697956, -0.537383, -4.073618], [1.655654, 0.448573, -3.173764], [-3.286556, 3.953257, 2.544759], [-2.253862, 3.729902, 3.709244], [-0.989081, 4.271110, 3.472056], [-2.734416, 3.470290, 1.322019], [-3.478482, 5.018673, 2.421596], [-4.148717, 3.367345, 2.835727], [-2.206787, 2.618884, 3.873612], [-2.673741, 4.274978, 4.569968], [-0.298378, 3.584123, 3.569952], [-1.877596, 3.928072, 1.072575], [-0.051454, -1.817589, 6.260130], [-0.478412, -2.967211, 5.341866], [-0.282503, -2.851541, 3.941176], [-0.596958, -0.583240, 6.016985], [1.051173, -1.873825, 6.192344], [-0.288720, -2.176125, 7.326580], [-1.514739, -3.194988, 5.500701], [-0.003717, -3.880981, 5.732498], [0.538849, -2.395172, 3.676164], [0.068977, -0.070325, 5.532216], [-2.574870, 3.639079, -2.198328], [-2.542247, 3.724330, -3.654451], [-3.736287, 3.364485, -4.391701], [-2.852876, 2.323333, -1.682694], [-3.271525, 4.367462, -1.754610], [-1.595538, 3.798727, -1.771845], [-1.639962, 3.152120, -3.827962], [-2.360911, 4.744784, -3.875852], [-3.813272, 2.422183, -4.366806], [-3.361420, 1.843245, -2.353844], [-4.225420, -2.457591, 2.643290], [-3.130132, -1.525371, 3.106486], [-2.202019, -1.443046, 2.083999], [-5.429732, -2.379971, 3.499236], [-3.865277, -3.425577, 2.446297], [-4.441312, -2.049101, 1.684767], [-2.653826, -2.037482, 3.936767], [-3.595796, -0.564697, 3.295687], [-1.362397, -1.683239, 2.501907], [-5.214272, -2.530269, 4.409838], [0.736813, -3.232433, -1.521495], [1.906092, -4.210881, -1.576631], [2.905741, -4.075215, -0.531938], [1.145302, -1.943401, -1.724237], [0.185952, -3.402138, -0.553753], [0.057039, -3.571696, -2.312088], [2.490984, -4.152823, -2.521655], [1.620206, -5.253686, -1.476309], [2.976427, -3.133001, -0.315803], [0.981253, -1.385441, -0.935839]], "atomic_forces_ev_per_a": [[0.65, 0.04, -0.11], [-0.94, -1.70, 1.38], [2.49, 2.07, -0.39], [1.07, -0.75, 1.11], [-0.39, 0.41, -0.61], [0.20, 0.31, 0.58], [-2.09, -2.31, -1.37], [-2.77, -1.31, 0.74], [1.04, 1.44, -0.98], [1.84, 0.96, 1.78], [-0.53, -0.22, 0.13], [-0.66, 1.09, -2.80], [-0.41, -0.22, 0.16], [-0.15, 0.05, -1.16], [0.95, -1.20, 0.32], [-1.04, 2.70, -0.02], [0.14, -1.57, 0.22], [0.55, -0.10, 0.05], [-0.13, 1.14, 1.47], [-0.61, -1.51, -1.09], [-0.91, 0.83, -0.57], [0.19, 0.33, 0.31], [0.57, -0.18, -0.63], [-0.06, -0.28, 0.19], [0.15, 0.07, 0.30], [-0.20, 0.55, -0.61], [-1.51, 0.31, 0.81], [1.23, 0.60, 0.94], [-0.66, 0.26, -1.16], [-1.09, -0.37, 0.21], [-1.78, -0.24, -0.22], [-0.77, 0.69, -0.33], [0.10, 0.13, 0.58], [0.54, -1.03, 1.05], [0.43, 0.73, -0.77], [0.88, -0.45, 0.33], [1.11, -0.20, 0.02], [0.69, 0.09, -0.09], [0.23, -0.11, 0.06], [-0.13, -0.41, 0.00], [0.65, -1.08, -0.19], [-0.50, 0.01, 0.08], [-0.26, -0.27, 0.13], [0.28, 0.00, -0.29], [0.30, 0.00, 0.11], [0.11, 0.42, -0.72], [0.67, 0.04, 0.06], [-0.46, -0.04, -0.32], [0.11, 0.59, 0.49], [0.11, -0.14, 0.60], [-0.27, -0.99, -0.22], [0.17, -0.13, 0.05], [-0.96, -0.03, -0.36], [0.73, 0.80, -0.39], [0.28, 0.17, 0.31], [-0.24, 0.97, 0.75], [-0.59, -0.15, -0.74], [-0.08, 1.15, -0.55], [0.79, -0.52, 1.30], [-0.37, -0.33, 0.64], [0.64, -0.57, 0.34], [-0.32, -0.17, -1.64], [0.00, -0.41, 0.04], [0.49, -0.43, -0.44], [0.77, 0.30, 0.79], [-1.22, -1.35, 0.61], [-2.90, 0.95, -0.95], [0.43, -0.06, -0.16], [0.37, 0.36, 0.47], [1.80, -0.05, -0.21], [0.38, 0.45, 0.17], [0.56, -0.39, -0.55], [-1.71, 0.67, -1.27], [0.63, 2.26, 0.09], [-0.17, -2.06, 1.45], [-0.48, -0.85, -0.34], [0.28, -0.46, 0.84], [0.54, 0.28, 0.63], [0.13, 0.61, -0.71], [-2.77, 0.79, -0.71], [0.24, -0.65, 0.52], [2.02, -0.62, -1.63], [0.56, -0.84, 0.44], [0.14, 0.08, 0.47], [1.02, 0.37, 0.61], [-0.23, 0.55, 0.35], [-0.07, 0.19, -0.47], [2.48, 0.11, 0.57], [-1.33, -0.55, -0.22], [1.01, -0.18, -0.40], [0.55, 0.17, -0.44], [-0.36, 0.08, 0.19], [-0.35, 0.03, -0.45], [-0.01, 0.96, 0.14], [-0.08, -0.56, 0.15], [-0.61, 0.29, -0.31], [-1.10, -0.45, 0.57], [1.04, -2.43, 0.93], [0.01, -0.39, 0.22], [-0.43, 0.38, 0.21], [-0.15, 0.89, -0.28], [-0.13, 0.76, 0.18], [0.13, 0.55, -1.31], [-0.92, 0.19, -0.23], [0.44, 0.18, -0.11], [0.27, -0.29, 0.49], [-0.17, 0.06, -0.12], [-1.02, -0.55, 2.64], [-0.42, -0.65, -0.83], [1.35, 1.34, 0.69], [0.05, 1.11, 0.23], [-0.08, -0.14, 0.02], [0.34, 0.80, -0.28], [0.09, -0.55, -1.43], [0.33, 1.05, -0.53], [-0.28, -1.46, 0.15], [-0.33, -0.83, -0.25], [-1.15, 1.65, 1.05], [-1.20, -1.37, 0.97], [0.87, 0.36, -0.61], [0.74, 0.01, -1.96], [0.31, -1.56, 0.29], [-1.07, 0.17, -0.84], [0.09, 0.70, 0.68], [0.21, 0.17, 0.53], [0.33, 0.00, -0.42], [0.54, -0.18, 0.58], [-0.51, -2.67, 1.02], [1.67, -0.30, 0.16], [-0.69, 0.66, -0.06], [0.51, 1.98, 0.45], [0.73, 0.51, -0.88], [-0.14, 0.26, -0.07], [-0.68, 0.33, 0.08], [-0.67, 0.02, -0.08], [0.03, -0.21, -0.06], [-0.06, -0.51, -0.30]], "e_above_lowest_kcal_mol": 16.8, "e_tot_ev": -98617.512, "orbital_gap_ha": 0.223, "homo_ev": -2.8, "total_charge": -2}

=====

# 2
{"formula": "C29H22I2IrN3O4SSe", "method": "the ωB97M-V functional and the def2-TZVPD basis", "species": ["Ir", "I", "C", "C", "C", "I", "C", "O", "C", "C", "N", "C", "C", "C", "C", "C", "C", "N", "C", "H", "H", "H", "H", "H", "H", "H", "H", "H", "H", "H", "S", "C", "C", "C", "C", "C", "C", "C", "C", "C", "N", "H", "H", "H", "H", "H", "H", "O", "C", "C", "C", "C", "C", "C", "C", "O", "O", "H", "H", "H", "H", "H", "Se"], "coordinates": [[0.478826, -0.989140, 0.397115], [-5.728525, -1.599740, 5.811080], [-3.974305, -1.528751, 4.682153], [-2.805304, -1.037101, 5.245406], [-1.657474, -0.989751, 4.479322], [0.093312, -0.234771, 5.316217], [-1.593277, -1.435436, 3.126955], [-0.484966, -1.380427, 2.475758], [-2.813728, -1.943907, 2.609850], [-2.801357, -2.477073, 1.220202], [-2.344986, -1.449097, 0.291326], [-2.729633, -1.673873, -1.070812], [-1.611708, -1.425532, -2.053306], [-1.909333, -1.142305, -3.379379], [-0.897186, -1.169732, -4.321435], [0.371821, -1.532674, -3.914618], [0.596338, -1.760248, -2.567821], [-0.360098, -1.647684, -1.638919], [-3.970398, -1.976733, 3.370918], [-2.786688, -0.693183, 6.270436], [-3.803120, -2.850590, 0.962352], [-2.097760, -3.315028, 1.146077], [-2.621636, -0.532259, 0.617996], [-3.630513, -1.131616, -1.387628], [-2.959168, -2.740014, -1.172980], [-2.935773, -0.941442, -3.660815], [-1.103012, -0.939978, -5.359937], [1.194313, -1.608295, -4.611974], [1.571657, -2.038409, -2.201655], [-4.878970, -2.368905, 2.928110], [-0.374479, 3.321092, 1.301742], [-1.525873, 2.887432, 0.112617], [-1.394797, 1.588714, -0.283136], [-0.323352, 0.891044, 0.370194], [0.290608, 1.737496, 1.260126], [1.379745, 1.205319, 2.055840], [2.176962, 1.902530, 2.951052], [3.211539, 1.245953, 3.583706], [3.423591, -0.097439, 3.320399], [2.592357, -0.744207, 2.428200], [1.591293, -0.107081, 1.814178], [-2.243356, 3.616023, -0.232804], [-2.033457, 1.162417, -1.048781], [1.983973, 2.952241, 3.126494], [3.852116, 1.779232, 4.275403], [4.227161, -0.647104, 3.789437], [2.697391, -1.790642, 2.178902], [4.758251, 1.870593, -2.531728], [3.484215, 2.041714, -2.985015], [3.240293, 2.772652, -4.143448], [1.947914, 2.917514, -4.625536], [0.892961, 2.309491, -3.964110], [1.150368, 1.566411, -2.820320], [2.428901, 1.436421, -2.295574], [2.638456, 0.718367, -0.979319], [3.431385, 1.167111, -0.176724], [1.974927, -0.398147, -0.850192], [5.350303, 2.378204, -3.098060], [4.074394, 3.230763, -4.666402], [1.774332, 3.502540, -5.520732], [-0.120905, 2.406219, -4.331451], [0.341173, 1.080421, -2.295219], [1.294281, -3.349622, 0.670286]], "atomic_forces_ev_per_a": [[0.34, 0.20, 0.29], [-0.07, 0.00, 0.04], [0.09, 0.01, -0.02], [0.00, -0.02, -0.03], [-0.05, -0.03, -0.06], [0.01, -0.01, 0.06], [0.27, 0.21, 0.08], [-0.45, -0.23, -0.39], [-0.02, -0.09, 0.14], [0.13, -0.06, -0.16], [-0.60, 0.09, 0.05], [0.20, 0.02, 0.03], [-0.03, -0.12, -0.07], [-0.01, -0.11, 0.00], [-0.05, 0.01, -0.10], [0.06, -0.07, 0.04], [0.03, -0.24, 0.01], [-0.15, 0.39, 0.32], [0.01, 0.00, -0.03], [0.00, 0.02, -0.01], [-0.02, 0.00, 0.01], [-0.02, -0.03, 0.01], [0.04, 0.00, 0.00], [0.00, 0.04, 0.00], [-0.04, 0.00, -0.08], [0.01, 0.03, 0.02], [0.00, 0.01, 0.01], [-0.01, -0.01, 0.01], [-0.01, 0.05, -0.01], [0.01, -0.01, 0.00], [-0.02, 0.10, 0.05], [-0.04, 0.00, 0.02], [0.16, -0.07, -0.05], [-0.14, 0.28, -0.05], [0.10, -0.21, 0.08], [-0.14, -0.02, -0.19], [0.01, 0.04, -0.01], [0.04, 0.04, 0.01], [0.02, 0.01, 0.00], [-0.11, 0.19, 0.04], [0.48, -0.03, 0.37], [0.02, 0.00, 0.00], [0.00, -0.02, 0.01], [-0.01, 0.00, -0.01], [-0.01, 0.00, 0.00], [-0.01, -0.01, 0.01], [0.01, 0.00, 0.00], [0.01, 0.10, -0.05], [0.09, -0.04, 0.02], [-0.05, 0.01, -0.01], [0.02, 0.00, 0.01], [0.00, -0.03, 0.00], [-0.02, 0.00, 0.04], [0.01, -0.01, -0.09], [0.19, -0.25, 0.33], [-0.10, 0.16, 0.13], [-0.24, 0.13, -0.80], [-0.04, -0.07, 0.04], [0.00, 0.00, 0.00], [0.00, -0.01, 0.00], [0.01, 0.00, 0.00], [-0.07, -0.02, 0.06], [0.14, -0.31, -0.08]], "e_above_lowest_kcal_mol": 66.0, "e_tot_ev": -138314.245, "orbital_gap_ha": [0.244, 0.228], "multiplicity": 2, "homo_ev": [-4.4, -4.0], "s_squared": 0.754, "total_charge": -1}

=====

# 3
{"formula": "CaF2H2O4PRb2", "method": "the ωB97M-V functional and the def2-TZVPD basis", "species": ["Rb", "Rb", "Ca", "O", "H", "O", "H", "O", "P", "O", "F", "F"], "coordinates": [[-14.880101, -14.613149, 7.659226], [-9.572668, -13.175346, 2.712426], [-10.413476, -15.254873, 6.955245], [-12.274868, -15.293809, 8.217490], [-12.188598, -15.196897, 9.175250], [-8.689732, -14.442658, 5.797099], [-8.293659, -13.562936, 5.765226], [-13.839016, -12.828862, 5.747891], [-12.484278, -12.470228, 5.321057], [-12.016096, -12.514308, 3.938003], [-11.441694, -13.408853, 6.108265], [-12.071015, -11.171579, 6.013753]], "atomic_forces_ev_per_a": [[0.07, 0.20, -0.15], [-0.17, -0.01, 0.35], [0.28, 0.60, -0.12], [0.81, -0.06, -0.06], [-0.07, -0.15, -0.24], [-0.92, -0.10, 0.16], [-0.01, -0.40, 0.20], [-0.34, -0.49, 0.31], [-0.86, -0.34, -0.29], [0.57, 0.02, -0.99], [0.20, -0.32, 0.42], [0.44, 1.05, 0.41]], "e_tot_ev": -42698.789, "orbital_gap_ha": 0.332, "homo_ev": -12.4, "total_charge": 1}